(1)
{"formula": "C5H2NO4PS", "method": "wB97M-V/def2-TZVPD", "symbols": ["O", "C", "N", "C", "C", "P", "S", "C", "O", "O", "C", "O", "H", "H"], "coordinates": [[2.7751, -2.2390, 0.1768], [1.7625, -1.9234, 0.6403], [0.8105, -1.3190, 1.2187], [0.5869, -0.0828, 0.4595], [-0.5665, 0.3605, -0.1502], [-2.2217, -0.5238, -0.1955], [-2.6893, -0.9635, 1.6429], [-0.1423, 1.7279, -0.8093], [-0.8448, 2.3847, -1.5164], [1.1962, 2.0130, -0.4671], [1.7602, 0.9296, 0.2289], [2.9169, 0.8909, 0.5019], [-2.1723, -1.6752, -1.0421], [-3.1716, 0.4203, -0.6883]], "mulliken_charge": [-0.321, 0.683, -0.474, 0.521, -0.155, 0.141, -0.363, 0.508, -0.460, -0.291, 0.428, -0.458, 0.122, 0.119], "spin_multiplicity": 1, "orbital_gap_ev": 7.511, "lumo_energy_ev": -1.69}

(2)
{"formula": "C6H8BrF2I", "method": "wB97M-V/def2-TZVPD", "symbols": ["F", "C", "C", "C", "C", "C", "I", "C", "F", "Br", "H", "H", "H", "H", "H", "H", "H", "H"], "coordinates": [[-1.0387, 2.8583, 0.7907], [-1.9148, 2.1791, 0.0703], [-1.1976, 1.0659, -0.6686], [-0.5184, 0.0754, 0.4036], [0.3925, -0.9651, -0.2792], [1.2813, -1.6778, 0.6036], [0.7055, -3.2501, 1.8326], [2.9422, -2.0156, -0.2315], [3.6356, -2.6146, 0.6860], [3.7472, -0.3568, -0.7714], [-2.5463, 2.9347, -0.6700], [-2.6101, 1.7210, 0.8471], [-0.4920, 1.2375, -1.5165], [-1.9310, 0.5832, -1.2855], [0.0371, 0.7404, 1.0182], [-1.4061, -0.3510, 0.9511], [1.1403, -0.5052, -0.9442], [-0.2269, -1.6590, -0.8362]], "mulliken_charge": [-0.273, -0.236, -0.764, -0.463, -0.308, -0.405, 0.098, 0.226, -0.125, -0.119, 0.240, 0.223, 0.385, 0.373, 0.389, 0.319, 0.118, 0.322], "e_above_lowest_kcal_mol": 4.2, "spin_multiplicity": 1, "smiles": "FCCCC/C(I)=C(/F)Br", "orbital_gap_ev": [8.002, 7.385], "lumo_energy_ev": [-0.85, -1.12]}

(3)
{"formula": "C22H48N4O14", "method": "wB97M-V/def2-TZVPD", "symbols": ["C", "N", "O", "O", "H", "H", "H", "C", "N", "O", "O", "H", "H", "H", "C", "N", "O", "O", "H", "H", "H", "C", "N", "O", "O", "H", "H", "H", "C", "C", "C", "C", "C", "C", "H", "H", "H", "H", "H", "H", "C", "O", "C", "C", "O", "C", "H", "H", "H", "H", "H", "H", "H", "H", "H", "H", "C", "O", "C", "C", "O", "C", "H", "H", "H", "H", "H", "H", "H", "H", "H", "H", "C", "O", "C", "C", "O", "C", "H", "H", "H", "H", "H", "H", "H", "H", "H", "H"], "coordinates": [[5.8557, 1.7665, 0.3154], [5.1007, 2.9165, 0.8738], [4.2009, 3.3924, 0.1693], [5.4579, 3.2786, 2.0009], [5.5092, 1.4420, -0.6658], [5.7042, 1.0139, 1.0892], [6.8931, 2.0946, 0.3819], [2.4604, 2.0940, 2.8644], [1.4732, 3.0864, 2.3345], [0.3560, 2.5973, 2.1437], [1.7929, 4.2112, 1.9806], [3.2643, 2.5563, 3.4372], [2.9848, 1.4893, 2.1244], [1.8722, 1.4046, 3.4699], [2.8864, -2.4632, 1.8474], [4.3021, -2.2654, 2.2093], [4.7789, -1.1606, 1.9457], [4.9852, -3.1827, 2.5459], [2.3858, -1.5026, 1.7259], [2.4523, -2.9456, 2.7232], [2.7953, -3.1416, 0.9992], [0.0071, -3.6980, -3.9029], [1.4206, -4.1643, -4.0654], [2.1175, -3.6028, -4.9047], [1.6980, -5.1331, -3.3519], [-0.1422, -3.6964, -2.8232], [-0.6337, -4.4902, -4.2899], [-0.1296, -2.7259, -4.3768], [1.5675, -0.6566, -0.9143], [0.2100, -0.7891, -0.8093], [-0.6119, 0.3674, -0.7407], [0.0203, 1.5762, -0.5791], [1.3756, 1.6478, -0.5282], [2.1721, 0.5640, -0.6991], [2.1780, -1.5143, -1.1553], [-0.2090, -1.7701, -0.9778], [-1.6841, 0.2713, -0.8279], [-0.6130, 2.4498, -0.5336], [1.7708, 2.6464, -0.4145], [3.2477, 0.6395, -0.7599], [-0.1778, 7.7873, -0.1007], [0.8867, 7.3425, -0.9473], [0.9566, 5.9207, -0.9472], [1.8800, 5.4262, -2.0764], [1.4102, 5.3663, -3.4486], [1.3251, 6.6350, -4.0672], [-0.0367, 8.8600, 0.0317], [-0.2108, 7.3115, 0.8794], [-1.1555, 7.6822, -0.5711], [0.0200, 5.4186, -1.1897], [1.2119, 5.4833, 0.0180], [2.2419, 4.4323, -1.8130], [2.8180, 5.9806, -2.0477], [0.9717, 6.6666, -5.0978], [2.3751, 6.9124, -3.9745], [0.6168, 7.2665, -3.5307], [-4.5597, -1.5813, -0.2143], [-5.3975, -2.4039, -1.0481], [-6.0018, -3.4373, -0.2096], [-7.1852, -4.2120, -0.8403], [-6.7566, -5.2991, -1.6632], [-7.7338, -5.9664, -2.3771], [-5.0766, -1.0421, 0.5795], [-3.9561, -0.9300, -0.8465], [-3.7824, -2.1414, 0.3054], [-6.3169, -3.0325, 0.7522], [-5.1860, -4.1452, -0.0632], [-7.5793, -3.5081, -1.5733], [-7.9256, -4.4346, -0.0720], [-8.3998, -5.3106, -2.9379], [-8.4189, -6.6221, -1.8397], [-7.1475, -6.5456, -3.0905], [-0.7358, -3.8389, 0.5347], [-0.0614, -2.8898, 1.3426], [-0.8804, -2.2505, 2.3287], [-0.1920, -1.0709, 3.0197], [0.8960, -1.4306, 3.8402], [0.6178, -2.1034, 5.0418], [0.0136, -4.3528, -0.0673], [-1.4271, -3.3945, -0.1812], [-1.1849, -4.5893, 1.1853], [-1.1776, -2.9747, 3.0872], [-1.7896, -1.8656, 1.8667], [-0.8646, -0.4589, 3.6206], [0.1420, -0.3669, 2.2574], [0.0713, -3.0417, 4.9464], [0.0516, -1.5139, 5.7630], [1.5388, -2.3411, 5.5741]], "mulliken_charge": [-0.742, 0.785, -0.358, -0.535, 0.293, 0.291, 0.321, -0.532, 0.981, -0.551, -0.581, 0.334, 0.095, 0.218, -0.172, 0.965, -0.559, -0.593, -0.190, 0.163, 0.327, -0.361, 0.878, -0.519, -0.527, -0.083, 0.332, 0.292, -0.447, -0.006, -0.772, -0.759, 0.070, -0.198, 0.456, 0.137, 0.279, 0.413, 0.390, 0.334, -0.774, -0.365, -0.093, -0.495, -0.430, -0.576, 0.270, 0.289, 0.310, 0.311, 0.247, 0.189, 0.446, 0.261, 0.300, 0.178, -0.525, -0.372, -0.397, -0.509, -0.282, -0.725, 0.413, 0.245, 0.083, 0.368, 0.248, 0.304, 0.329, 0.310, 0.290, 0.240, -0.893, -0.029, -0.023, -0.399, -0.171, -0.900, 0.237, 0.260, 0.346, 0.487, -0.047, 0.549, -0.316, 0.311, 0.356, 0.276], "e_above_lowest_kcal_mol": 117.4, "spin_multiplicity": 1, "smiles": "C[N+](=O)[O-].C[N+](=O)[O-].C[N+](=O)[O-].C[N+](=O)[O-].c1ccccc1.COCCOC.COCCOC.COCCOC", "orbital_gap_ev": 9.285, "lumo_energy_ev": 0.01}

(4)
{"formula": "C18H26BCrN8S", "method": "wB97M-V/def2-TZVPD", "symbols": ["Cr", "C", "C", "C", "C", "N", "N", "B", "N", "C", "C", "C", "C", "N", "N", "C", "C", "C", "C", "N", "N", "C", "C", "C", "C", "N", "H", "H", "H", "H", "H", "H", "H", "H", "H", "H", "H", "H", "H", "H", "H", "H", "H", "H", "H", "H", "C", "S", "C", "H", "H", "H", "H", "H", "H"], "coordinates": [[-0.6896, 0.9315, 1.3702], [-0.6485, 3.9783, -0.7653], [-0.4273, 2.6319, -1.3660], [-0.1396, 2.3064, -2.6954], [-0.0339, 0.9394, -2.7177], [-0.2360, 0.4609, -1.4709], [-0.4927, 1.5155, -0.6399], [-0.3520, -1.0038, -0.9581], [-1.7797, -1.2080, -0.3854], [-2.8575, -1.9822, -0.6309], [-3.8528, -1.6722, 0.2638], [-3.3189, -0.6656, 1.0696], [-3.9343, 0.0656, 2.2159], [-2.0774, -0.3998, 0.6685], [0.6751, -1.3428, 0.1616], [1.6130, -2.3119, 0.2308], [2.1899, -2.2884, 1.4752], [1.5431, -1.2556, 2.1613], [1.7658, -0.7821, 3.5573], [0.6286, -0.7007, 1.3664], [0.0186, -1.9242, -2.1864], [-0.6710, -2.9148, -2.9267], [0.1504, -3.3820, -3.9008], [1.3422, -2.6604, -3.7377], [2.6051, -2.6999, -4.4715], [1.2038, -1.7664, -2.6554], [-1.0108, 4.6725, -1.5203], [0.2813, 4.3815, -0.3613], [-1.3800, 3.9363, 0.0410], [-0.0378, 2.9816, -3.5272], [0.1644, 0.2944, -3.5547], [-2.8933, -2.7160, -1.4113], [-4.8318, -2.1142, 0.3266], [-4.9466, -0.2882, 2.3931], [-3.9912, 1.1372, 2.0139], [-3.3652, -0.0927, 3.1343], [1.8191, -2.9707, -0.5934], [2.9643, -2.9368, 1.8468], [2.1674, -1.5869, 4.1692], [0.8367, -0.4382, 4.0107], [2.4830, 0.0401, 3.5782], [-1.6808, -3.1957, -2.6977], [-0.0676, -4.1383, -4.6350], [2.5883, -3.4248, -5.2792], [3.4234, -2.9279, -3.7789], [2.8300, -1.7024, -4.8662], [0.3821, 3.4998, 4.0687], [0.6412, 2.6715, 2.4920], [2.3604, 2.9806, 2.0687], [1.1184, 3.1574, 4.7918], [-0.6159, 3.2396, 4.4141], [0.4496, 4.5747, 3.9252], [2.5040, 4.0398, 1.8705], [2.5743, 2.4049, 1.1701], [3.0088, 2.6525, 2.8781]], "mulliken_charge": [0.462, -1.346, 0.420, -1.496, 0.115, 0.902, -0.111, -0.262, 0.888, 0.419, -1.602, 0.410, -1.351, -0.139, 0.923, 0.125, -1.494, 0.440, -1.295, -0.187, 0.624, 0.026, -0.986, 0.600, -1.188, -0.820, 0.409, 0.195, 0.300, 0.471, 0.490, 0.353, 0.467, 0.384, 0.282, 0.284, 0.493, 0.474, 0.413, 0.289, 0.157, 0.304, 0.524, 0.399, 0.329, 0.331, -1.035, 0.508, -1.055, 0.346, 0.348, 0.361, 0.420, 0.284, 0.399], "e_above_lowest_kcal_mol": 13.5, "spin_multiplicity": 6, "s2": 8.772, "charge": 2, "orbital_gap_ev": [8.330, 5.105], "lumo_energy_ev": [-5.86, -9.61]}

| no. | F_max (eV/A) |
| --- | --- |
| 1 | 2.76 |
| 2 | 5.61 |
| 3 | 2.85 |
| 4 | 0.35 |